Density functional theory data (the ωB97M-V functional and the def2-TZVPD basis) for a structure of composition C24H27Cl9IO8S in a non-equilibrium geometry.

Cartesian coordinates (Å):
C (5.8997, -3.7129, -0.8357)
S (5.9103, -1.8496, -0.7412)
O (6.8919, -1.4258, 0.4204)
O (6.6448, -1.3794, -2.0584)
C (4.2922, -1.0050, -0.4124)
C (2.9089, -1.6749, 0.1976)
C (2.8881, -3.2539, 0.6317)
C (2.5444, -4.2054, -0.6990)
O (2.6242, -3.6183, -1.9251)
Cl (2.0138, -6.0107, -0.5298)
C (1.4974, -0.8017, 0.4058)
C (1.4450, 0.8200, -0.0077)
C (2.8118, 1.5233, -0.5690)
I (2.8378, 3.6833, -1.1332)
C (4.1964, 0.6286, -0.7580)
C (5.4989, 1.5107, -1.3253)
O (5.5827, 1.6484, -2.6693)
O (6.5295, 2.0720, -0.3912)
C (-0.0130, 1.6225, 0.1693)
O (-0.1285, 2.8993, 0.5404)
C (-1.3411, 0.6435, -0.1117)
C (-2.7358, 1.2546, -0.7949)
C (-2.6116, 0.8868, -2.4160)
O (-1.1493, 0.7713, -2.7334)
C (-1.2987, -0.8309, 0.2497)
C (0.0920, -1.4065, 0.9804)
O (-0.0908, -2.2475, 1.9929)
H (6.9864, -4.0371, -1.2101)
H (5.1619, -4.1648, -1.6580)
H (5.7789, -4.2640, 0.2162)
H (2.0839, -3.5469, 1.4300)
H (3.9362, -3.5429, 1.1250)
H (-2.7483, 2.4450, -0.7335)
H (-3.6874, 0.7900, -0.2881)
H (-3.0628, -0.1727, -2.6244)
H (-3.0144, 1.7430, -3.1040)
H (-0.9208, -0.1907, -2.9375)
H (-2.2372, -1.5156, 0.0258)
Cl (3.4582, -3.3677, 4.8276)
C (1.7031, -3.4373, 5.1225)
C (1.1583, -4.8529, 5.0138)
Cl (1.2025, -5.4639, 3.3410)
H (1.2128, -2.7614, 4.4150)
H (1.5364, -3.0516, 6.1326)
H (0.1114, -4.8736, 5.3302)
H (1.7184, -5.5501, 5.6447)
Cl (0.5301, 8.5351, 0.6017)
C (-0.4768, 7.1714, 1.1481)
C (0.2971, 6.2029, 2.0288)
Cl (1.5380, 5.3084, 1.1159)
H (-0.8837, 6.6735, 0.2625)
H (-1.3113, 7.5998, 1.7110)
H (-0.3840, 5.4577, 2.4497)
H (0.7916, 6.7188, 2.8578)
Cl (-4.7880, -1.5405, -2.8238)
C (-4.4185, -2.8345, -3.9906)
C (-4.9602, -2.5285, -5.3781)
Cl (-6.7401, -2.5800, -5.4316)
H (-4.8239, -3.7721, -3.5975)
H (-3.3289, -2.9246, -4.0286)
H (-4.6009, -3.2764, -6.0908)
H (-4.6386, -1.5426, -5.7281)
Cl (-3.7945, 4.6277, 1.0176)
C (-5.5496, 4.5581, 1.3126)
C (-6.0945, 3.1426, 1.2039)
Cl (-6.0503, 2.5315, -0.4689)
H (-6.0399, 5.2340, 0.6050)
H (-5.7163, 4.9438, 2.3226)
H (-7.1413, 3.1219, 1.5203)
H (-5.5343, 2.4454, 1.8348)

Calculated values
Relative energy (zero: lowest compared OMol25 entry of this formula, charge and spin)   411.1 kcal/mol
Charge   -1
Kohn-Sham gap   5.27 eV

---

Density functional theory data (the ωB97M-V functional and the def2-TZVPD basis) for a structure of composition C26H56NO13Sr2 in a non-equilibrium geometry.

Cartesian coordinates (Å):
Sr (6.0402, 0.9877, 3.2791)
Sr (2.6896, -5.3443, 1.9232)
N (1.2320, -0.4121, 1.6820)
O (1.1074, -1.5907, 1.9042)
O (2.0645, 0.2346, 2.3145)
O (0.5469, 0.2098, 0.8424)
C (-4.2711, -0.7073, 2.7647)
O (-4.7620, -1.4119, 3.8256)
C (-4.0103, -2.5843, 4.1583)
C (-4.9121, -3.6048, 4.9041)
O (-5.2683, -3.1284, 6.1834)
C (-6.1024, -3.9577, 6.9783)
H (-4.8517, 0.1968, 2.5814)
H (-4.1430, -1.3316, 1.8804)
H (-3.2213, -0.4870, 2.9585)
H (-3.1994, -2.2736, 4.8171)
H (-3.4057, -3.1093, 3.4189)
H (-4.4242, -4.5483, 5.1490)
H (-5.8045, -3.7577, 4.2973)
H (-6.3611, -3.2346, 7.7518)
H (-5.5163, -4.7810, 7.3865)
H (-6.9381, -4.2662, 6.3502)
C (4.1842, 3.6888, -0.0883)
O (5.2579, 3.7064, 0.8886)
C (6.5583, 4.1177, 0.3852)
C (7.2453, 2.9641, -0.4689)
O (7.6111, 1.8369, 0.3443)
C (8.8345, 1.2101, -0.1393)
H (4.5040, 4.4446, -0.8057)
H (3.2150, 3.7845, 0.4012)
H (4.1306, 2.7162, -0.5774)
H (7.3358, 4.3800, 1.1028)
H (6.4327, 5.0454, -0.1730)
H (8.1247, 3.4772, -0.8584)
H (6.5495, 2.6852, -1.2603)
H (8.9308, 1.1303, -1.2221)
H (8.7315, 0.2224, 0.3103)
H (9.7135, 1.3611, 0.4873)
C (-1.6215, -1.1515, -5.2623)
O (-1.0685, -2.1457, -6.2220)
C (-1.9856, -2.6543, -7.1543)
C (-1.2037, -3.2607, -8.3688)
O (-0.7411, -4.6109, -8.0933)
C (0.1071, -5.2416, -9.0143)
H (-0.8239, -0.8625, -4.5779)
H (-2.4044, -1.6241, -4.6690)
H (-1.9925, -0.2859, -5.8111)
H (-2.5236, -1.7922, -7.5486)
H (-2.7245, -3.3312, -6.7255)
H (-0.2229, -2.7888, -8.4268)
H (-1.6901, -3.1460, -9.3375)
H (1.0887, -4.7822, -9.1312)
H (-0.3065, -5.2265, -10.0226)
H (0.2440, -6.2734, -8.6908)
C (-3.6100, 4.0605, -1.6522)
O (-2.9178, 5.2083, -1.2367)
C (-1.8845, 4.8031, -0.3119)
C (-1.2598, 6.1191, 0.3097)
O (-0.1772, 6.6202, -0.4797)
C (-0.5407, 7.1871, -1.7075)
H (-4.3379, 3.5724, -1.0041)
H (-2.9418, 3.3695, -2.1661)
H (-4.3398, 4.4321, -2.3715)
H (-1.2144, 4.2028, -0.9272)
H (-2.3097, 4.2920, 0.5518)
H (-0.8421, 5.9673, 1.3050)
H (-1.9369, 6.9705, 0.3795)
H (-1.0593, 6.5353, -2.4105)
H (0.3927, 7.5268, -2.1562)
H (-1.2057, 8.0323, -1.5301)
C (-0.4031, -4.8722, -1.0709)
O (0.8708, -5.3355, -1.3201)
C (1.5773, -4.4791, -2.2880)
C (2.8205, -5.2029, -2.8058)
O (3.4799, -5.7225, -1.7018)
C (4.6184, -6.4672, -2.0643)
H (-0.2927, -3.8133, -0.8369)
H (-1.0321, -5.3163, -0.2994)
H (-0.9181, -4.8622, -2.0315)
H (1.9155, -3.5611, -1.8074)
H (0.9941, -4.1967, -3.1645)
H (3.4425, -4.5274, -3.3932)
H (2.4225, -6.0036, -3.4292)
H (5.2560, -5.9335, -2.7691)
H (4.4372, -7.4275, -2.5472)
H (5.1570, -6.4851, -1.1168)
C (-3.3305, 4.4980, 7.6916)
C (-3.6364, 3.1561, 7.3561)
C (-2.7695, 2.5845, 6.4008)
C (-1.7612, 3.2984, 5.7478)
C (-1.3824, 4.5887, 6.2025)
C (-2.2536, 5.1915, 7.1749)
H (-3.9720, 5.1115, 8.3068)
H (-4.3566, 2.4955, 7.8159)
H (-3.0368, 1.5683, 6.1512)
H (-1.0120, 2.8132, 5.1398)
H (-0.5102, 5.1270, 5.8621)
H (-2.1185, 6.1824, 7.5826)

Calculated values
Charge   +3
Kohn-Sham gap   1.48 eV

---

Density functional theory data (the ωB97M-V functional and the def2-TZVPD basis) for a cluster of 2 separate species, C6H14 in total in a non-equilibrium geometry.

Cartesian coordinates (Å):
C (-2.3498, -0.2183, -0.5131)
C (-1.2262, 0.7908, -0.1690)
C (-0.2461, 0.3206, 0.8232)
C (0.6865, -0.8399, 0.4555)
C (1.8070, -0.5005, -0.5585)
C (2.6392, 0.7034, -0.0429)
H (-1.9880, -1.1646, -0.9423)
H (-2.8587, -0.4505, 0.5459)
H (-3.1143, 0.1851, -1.1819)
H (-0.7131, 1.0768, -1.0958)
H (-1.7908, 1.6497, 0.2104)
H (-0.8362, 0.1418, 1.7580)
H (-3.1778, -0.2034, 1.4596)
H (0.0835, -1.5952, -0.0759)
H (1.0977, -1.2601, 1.3672)
H (2.3397, -1.3985, -0.8707)
H (1.3253, -0.0740, -1.4474)
H (3.2585, 1.0276, -0.8777)
H (3.2504, 0.4929, 0.8347)
H (1.8131, 1.3162, 0.3208)

Calculated values
Relative energy (zero: lowest compared OMol25 entry of this formula, charge and spin)   173.3 kcal/mol
Kohn-Sham gap   4.80 eV

---

Density functional theory data (the ωB97M-V functional and the def2-TZVPD basis) for a structure of composition C22H18Cl5IrN2S2 in a non-equilibrium geometry.

Cartesian coordinates (Å):
Ir (0.2197, 0.9803, 0.5637)
C (-2.0890, 0.0450, -1.5149)
N (-0.8302, -0.5595, -1.0338)
C (-1.1258, -1.7947, -0.2869)
C (-0.1059, -2.1267, 0.7896)
N (-0.0163, -1.0604, 1.7899)
C (-1.2032, -1.0285, 2.6592)
C (1.1477, -1.1841, 2.6533)
C (1.5913, -2.4193, 3.1059)
C (2.6407, -2.5169, 4.0055)
C (3.2714, -1.3644, 4.4507)
C (2.8427, -0.1291, 3.9986)
C (1.7739, -0.0223, 3.1089)
S (1.2107, 1.5766, 2.6667)
C (0.1005, -0.8072, -2.1243)
C (-0.3583, -1.2643, -3.3554)
C (0.5023, -1.4530, -4.4224)
C (1.8586, -1.2087, -4.2606)
C (2.3308, -0.7865, -3.0330)
C (1.4620, -0.5581, -1.9627)
S (2.1564, 0.0832, -0.4905)
H (-2.7404, -0.6922, -1.9937)
H (-1.8618, 0.8309, -2.2294)
H (-2.6182, 0.4883, -0.6716)
H (-1.1808, -2.6437, -0.9757)
H (-2.1087, -1.6738, 0.1704)
H (0.8796, -2.2622, 0.3441)
H (-0.4202, -3.0744, 1.2430)
H (-1.2976, -1.9680, 3.2134)
H (-2.1108, -0.8649, 2.0788)
H (-1.1000, -0.2100, 3.3697)
H (1.1025, -3.3249, 2.7684)
H (2.9500, -3.4903, 4.3620)
H (4.1026, -1.4296, 5.1404)
H (3.3243, 0.7801, 4.3343)
H (-1.4109, -1.4706, -3.4997)
H (0.1084, -1.7862, -5.3731)
H (2.5436, -1.3315, -5.0890)
H (3.3850, -0.5960, -2.8754)
Cl (-2.0381, 2.3628, 1.8097)
C (-1.7554, 3.1395, 0.2810)
C (-0.7235, 2.6017, -0.4643)
C (-0.5453, 3.1380, -1.7331)
Cl (0.6994, 2.4888, -2.7452)
C (-1.3518, 4.1634, -2.2298)
Cl (-1.1286, 4.7628, -3.8248)
C (-2.3585, 4.6989, -1.4255)
Cl (-3.3686, 5.9573, -2.0155)
C (-2.5605, 4.1839, -0.1453)
Cl (-3.7959, 4.8202, 0.8685)

Calculated values
Relative energy (zero: lowest compared OMol25 entry of this formula, charge and spin)   0.0 kcal/mol
Kohn-Sham gap (alpha / beta)   6.96 / 6.96 eV

---

Density functional theory data (the ωB97M-V functional and the def2-TZVPD basis) for the molecule C15H24INO in a non-equilibrium geometry.

Cartesian coordinates (Å):
H (-1.6650, -3.8291, 2.5872)
N (-2.0115, -3.1244, 1.9375)
C (-1.4545, -2.0142, 2.1912)
C (-1.7595, -0.7620, 1.4235)
C (-0.9795, -0.5928, 0.0859)
O (-0.4950, -1.8466, -0.3961)
C (0.8140, -2.0716, 0.0978)
C (1.6480, -2.8521, -0.8076)
C (2.3286, -3.5475, -1.4895)
C (1.3389, -0.6649, 0.5060)
C (0.2844, 0.3179, 0.0276)
C (0.4302, 0.7533, -1.4693)
C (1.1856, -0.1332, -2.4616)
C (0.8108, 0.2401, -3.9060)
I (3.3204, 0.1720, -2.3200)
C (0.3578, 1.6310, 0.8573)
C (0.3719, 1.4558, 2.4021)
C (-0.6356, 2.7293, 0.4493)
C (-2.1222, 2.4604, 0.6916)
H (-0.7347, -1.9169, 3.0136)
H (-2.8221, -0.7980, 1.1812)
H (-1.6268, 0.0784, 2.0933)
H (-1.7222, -0.3364, -0.6646)
H (0.7317, -2.6691, 1.0164)
H (3.0298, -4.1455, -2.0317)
H (2.3559, -0.4501, 0.1923)
H (1.4035, -0.7015, 1.5935)
H (0.9053, 1.7337, -1.5259)
H (-0.5654, 0.8919, -1.8907)
H (0.9715, -1.1879, -2.3371)
H (1.2343, 1.2050, -4.1753)
H (-0.2726, 0.2404, -4.0135)
H (1.2322, -0.4940, -4.5918)
H (1.3433, 2.0350, 0.6134)
H (0.0603, 0.4669, 2.7191)
H (-0.2817, 2.1896, 2.8695)
H (1.3782, 1.6095, 2.7862)
H (-0.3739, 3.6113, 1.0393)
H (-0.5099, 3.0286, -0.5909)
H (-2.6842, 3.3550, 0.4214)
H (-2.5117, 1.6235, 0.1202)
H (-2.3085, 2.3093, 1.7552)

Calculated values
Relative energy (zero: lowest compared OMol25 entry of this formula, charge and spin)   3.3 kcal/mol
Structure (SMILES)   [H]/N=C/C[C@@H]1O[C@@H](C#C)C[C@]1(C[C@@H](C)I)[C@H](C)CC
Kohn-Sham gap   9.70 eV